{"formula": "CH6N2S", "method": "ωB97M-V/def2-TZVPD", "elements": ["H", "N", "C", "N", "H", "H", "H", "S", "H", "H"], "coordinates": [[1.73, -1.65, -0.01], [1.82, -0.70, 0.08], [1.76, 0.01, 1.17], [1.57, 1.37, 1.11], [1.56, -0.30, 2.39], [1.65, 1.82, 2.00], [2.03, 1.61, 0.35], [-3.60, -0.88, -2.38], [-4.61, -1.14, -3.25], [-3.91, -0.16, -1.45]], "charge": 0, "orbital_gap_ha": 0.38490, "de_lowest_kj_mol": 194.1, "mol_weight_g_mol": 78.1, "spin_multiplicity": 1, "energy_ha": -549.3133, "lumo_ev": 0.99}

---

{"formula": "CH6N3", "method": "ωB97M-V/def2-TZVPD", "elements": ["C", "N", "N", "N", "H", "H", "H", "H", "H", "H"], "coordinates": [[2.07, 0.41, -0.12], [0.97, -0.09, 0.47], [-0.89, -0.84, 0.54], [-1.81, -0.15, -0.14], [1.90, 1.17, -0.83], [3.10, 0.03, 0.03], [1.06, -0.58, 1.31], [-2.18, 0.68, 0.39], [-2.64, -0.74, -0.48], [-1.58, 0.12, -1.17]], "charge": 1, "orbital_gap_ha": [0.31554, 0.31913], "de_lowest_kj_mol": 737.7, "mol_weight_g_mol": 60.1, "spin_multiplicity": 1, "energy_ha": -205.4765, "lumo_ev": [-5.86, -5.72]}

---

{"formula": "CH6N3", "method": "ωB97M-V/def2-TZVPD", "elements": ["C", "N", "N", "N", "H", "H", "H", "H", "H", "H"], "coordinates": [[0.37, -0.16, 0.24], [-0.48, 0.59, -0.31], [2.34, 0.28, -0.05], [-1.85, 0.20, -0.01], [0.60, -1.03, 0.77], [3.03, -0.49, 0.22], [2.50, 0.55, -1.04], [-2.08, -0.58, -0.61], [-2.54, 0.92, -0.17], [-1.88, -0.27, 0.95]], "charge": 1, "orbital_gap_ha": [0.33358, 0.33361], "de_lowest_kj_mol": 602.4, "mol_weight_g_mol": 60.1, "spin_multiplicity": 1, "energy_ha": -205.5280, "lumo_ev": [-4.79, -4.79]}

---

{"formula": "CH6N3O2", "method": "ωB97M-V/def2-TZVPD", "elements": ["N", "C", "N", "O", "N", "O", "H", "H", "H", "H", "H", "H"], "coordinates": [[0.65, 1.56, -0.19], [0.10, 0.34, 0.08], [0.85, -0.75, 0.13], [2.22, -0.85, 0.02], [-1.54, 0.19, 0.35], [-2.11, -0.88, -0.31], [1.60, 1.56, -0.59], [0.01, 2.34, -0.43], [0.40, -1.61, 0.42], [2.53, -1.77, 0.12], [-1.85, 1.13, 0.26], [-2.87, -1.25, 0.13]], "charge": 1, "orbital_gap_ha": 0.39238, "de_lowest_kj_mol": 164.4, "mol_weight_g_mol": 92.1, "spin_multiplicity": 1, "energy_ha": -356.0371, "lumo_ev": -3.68}

---

{"formula": "CH6N3S", "method": "ωB97M-V/def2-TZVPD", "elements": ["N", "C", "N", "N", "S", "H", "H", "H", "H", "H", "H"], "coordinates": [[-0.05, -1.37, 0.22], [0.79, -0.24, 0.46], [0.17, 0.97, -0.15], [-1.01, 0.93, -0.70], [-1.82, 2.13, -1.35], [0.37, -2.11, -0.33], [-0.48, -1.75, 1.05], [1.79, -0.33, 0.02], [0.91, -0.01, 1.52], [0.66, 1.86, -0.09], [-1.33, -0.07, -0.65]], "charge": 1, "orbital_gap_ha": 0.30239, "de_lowest_kj_mol": 181.8, "mol_weight_g_mol": 92.1, "spin_multiplicity": 1, "energy_ha": -603.8295, "lumo_ev": -6.28}

---

{"formula": "CH6N3S2", "method": "ωB97M-V/def2-TZVPD", "elements": ["C", "N", "N", "N", "S", "S", "H", "H", "H", "H", "H", "H"], "coordinates": [[-0.69, 0.26, 0.26], [-0.65, 1.57, 0.33], [1.60, -0.66, 0.06], [-1.67, -0.64, 0.14], [2.61, 0.48, -0.21], [-1.38, -2.33, 0.05], [0.22, 1.98, 0.60], [-1.35, 2.24, 0.18], [1.66, -0.96, 0.98], [-2.53, -0.27, -0.41], [2.18, 0.51, -1.56], [-0.01, -2.19, -0.41]], "charge": 1, "orbital_gap_ha": [0.29736, 0.26523], "de_lowest_kj_mol": 414.4, "mol_weight_g_mol": 124.2, "spin_multiplicity": 1, "energy_ha": -1001.9248, "lumo_ev": [-5.24, -5.79]}

---

{"formula": "CH6N3S3", "method": "ωB97M-V/def2-TZVPD", "elements": ["C", "N", "N", "N", "S", "S", "S", "H", "H", "H", "H", "H", "H"], "coordinates": [[-0.18, 1.38, 2.21], [0.18, -1.81, -2.67], [-0.26, -0.61, -2.86], [0.76, 1.12, 3.17], [-1.27, 1.36, -0.72], [0.32, 1.55, 0.58], [-0.40, -2.79, -1.57], [-1.18, 1.15, 2.49], [-1.16, -0.17, -2.51], [0.33, 0.17, -3.22], [0.44, -3.73, -1.79], [0.77, 1.17, 4.19], [1.65, 1.21, 2.71]], "charge": 1, "orbital_gap_ha": [0.21161, 0.21157], "de_lowest_kj_mol": 76.9, "mol_weight_g_mol": 156.3, "spin_multiplicity": 1, "energy_ha": -1400.1598, "lumo_ev": [-5.59, -5.59]}

---

{"formula": "CH6N4O", "method": "ωB97M-V/def2-TZVPD", "elements": ["H", "N", "C", "N", "N", "N", "O", "H", "H", "H", "H", "H"], "coordinates": [[0.60, 1.82, 0.06], [-0.24, 1.30, 0.08], [-0.02, 0.03, 0.05], [1.14, -0.69, 0.07], [2.38, 0.00, -0.14], [-1.19, -0.82, -0.03], [-2.26, 0.05, -0.14], [1.16, -1.63, -0.30], [2.83, 0.30, 0.81], [2.16, 0.89, -0.68], [-1.16, -1.43, 0.70], [-1.96, 0.90, 0.30]], "charge": 0, "orbital_gap_ha": 0.37265, "de_lowest_kj_mol": 357.9, "mol_weight_g_mol": 90.1, "spin_multiplicity": 1, "energy_ha": -335.8603, "lumo_ev": 0.73}

---

{"formula": "CH6N4O", "method": "ωB97M-V/def2-TZVPD", "elements": ["C", "N", "N", "N", "N", "O", "H", "H", "H", "H", "H", "H"], "coordinates": [[-0.85, -0.24, 0.48], [1.45, 1.23, -0.05], [-1.15, 1.00, -0.03], [-1.05, -1.45, -0.08], [1.19, 0.06, 0.09], [1.84, -0.99, -0.12], [-0.51, -0.08, 1.50], [2.42, 1.54, -0.37], [-0.56, 1.73, 0.36], [-1.18, 0.93, -0.98], [-0.54, -2.29, 0.33], [-1.06, -1.44, -1.13]], "charge": 0, "orbital_gap_ha": [0.18598, 0.29466], "de_lowest_kj_mol": 0.0, "mol_weight_g_mol": 90.1, "spin_multiplicity": 3, "energy_ha": -335.7096, "lumo_ev": [0.71, -0.95], "s2": 2.008}

---

{"formula": "CH6N4S", "method": "ωB97M-V/def2-TZVPD", "elements": ["H", "N", "C", "N", "S", "N", "H", "H", "N", "H", "H", "H"], "coordinates": [[-1.82, -0.28, 1.99], [-1.05, -0.90, 1.86], [-0.03, -0.38, 1.48], [0.17, 1.05, 1.22], [-1.06, 2.06, 1.19], [1.39, 1.36, 1.38], [1.67, 2.27, 1.23], [0.95, -0.92, 1.42], [-0.08, -0.36, -1.39], [-0.38, -1.17, -1.84], [0.64, -0.12, -2.06], [-0.80, 0.29, -1.66]], "charge": 0, "orbital_gap_ha": [0.29998, 0.29996], "de_lowest_kj_mol": 174.0, "mol_weight_g_mol": 106.2, "spin_multiplicity": 1, "energy_ha": -658.8051, "lumo_ev": [-0.85, -0.85]}

---

{"formula": "CH6N4S2", "method": "ωB97M-V/def2-TZVPD", "elements": ["N", "N", "C", "N", "S", "N", "S", "H", "H", "H", "H", "H", "H"], "coordinates": [[-1.89, -0.48, -0.29], [-0.71, -1.14, 0.19], [0.48, -0.42, 0.19], [1.50, -1.01, -0.27], [3.06, -0.35, -0.11], [0.37, 0.88, 0.78], [0.60, 2.23, -0.22], [-2.04, -0.68, -1.32], [-2.74, -0.72, 0.29], [-0.50, -1.99, -0.31], [2.75, 0.67, 0.72], [-0.44, 1.01, 1.42], [-0.44, 2.00, -1.06]], "charge": 0, "orbital_gap_ha": 0.32206, "de_lowest_kj_mol": 38.0, "mol_weight_g_mol": 138.2, "spin_multiplicity": 1, "energy_ha": -1057.0286, "lumo_ev": 0.60}

---

{"formula": "CH6N5", "method": "ωB97M-V/def2-TZVPD", "elements": ["C", "N", "N", "N", "N", "N", "H", "H", "H", "H", "H", "H"], "coordinates": [[1.42, -0.52, 1.63], [-0.02, -3.58, 2.31], [-0.12, -2.68, 1.67], [-0.33, -1.77, 0.90], [0.43, -0.66, 0.84], [-0.95, 0.39, -1.11], [1.72, -1.25, 2.38], [2.00, 0.39, 1.56], [-1.39, 1.29, -0.91], [-1.68, -0.32, -1.24], [-0.28, 0.06, -0.27], [-0.42, 0.47, -1.99]], "charge": 1, "orbital_gap_ha": 0.37213, "de_lowest_kj_mol": 164.3, "mol_weight_g_mol": 88.1, "spin_multiplicity": 1, "energy_ha": -315.1239, "lumo_ev": -3.84}